Entry 1:
Formula: CHF2IS
Source: OMol25
Level of theory: the ωB97M-V functional and the def2-TZVPD basis

## Properties
Total charge: 0
Calculated total energy: -934.21127 hartree
HOMO-LUMO gap: 9.5 eV

Each line ends with the Mulliken charge.
Atoms and positions in Å:
C1 -0.85773 -0.78593 -1.39498  0.27
F1 -0.86086 -1.01189 -2.73476  -0.13
F2 -1.81956 1.04368 -1.62169  -0.56
S1 0.63101 -0.23374 -0.69684  -0.08
I1 -2.15552 -1.87400 -0.38783  0.32
H1 0.95614 0.42774 -1.86410  0.19

Forces on the atoms, in the same order (eV/Å):
0.0 3.4 -2.9
0.2 0.2 1.9
1.3 -2.6 0.5
-0.4 0.1 -1.1
-1.1 -0.7 0.9
-0.1 -0.3 0.8

Entry 2:
Formula: CHF3InNO2P
Source: OMol25
Level of theory: the ωB97M-V functional and the def2-TZVPD basis

## Properties
Total charge: +3
Calculated total energy: -1073.28614 hartree
HOMO-LUMO gap: 5.8 eV

Each line ends with the Mulliken charge.
Atoms and positions in Å:
O1 -1.32290 0.63051 -1.85924  -0.27
N1 -0.14352 0.77629 -2.13882  0.52
O2 0.60089 -0.28630 -1.78597  -0.03
P1 0.12758 -0.94740 -0.24385  0.29
C1 0.43193 0.29210 1.20014  0.65
F1 0.21049 -0.48329 2.47806  -0.10
F2 -0.49750 1.44555 1.17241  -0.15
F3 1.87447 0.66236 1.21022  -0.06
H1 1.10107 -2.02163 -0.00381  0.47
In1 -2.38251 -0.06819 -0.02914  1.67

Cartesian forces (eV/Å) of the 6 atoms listed first:
1.9 1.5 -0.8
-2.8 0.5 -1.2
-0.2 -1.5 3.5
2.0 0.6 -0.4
3.6 1.5 5.1
0.2 2.8 -5.3

Entry 3:
Formula: CHF3NO2S
Source: OMol25
Level of theory: the ωB97M-V functional and the def2-TZVPD basis

## Properties
Total charge: -1
Calculated total energy: -941.79758 hartree
HOMO-LUMO gap: 8.4 eV

Each line ends with the Mulliken charge.
Atoms and positions in Å:
C1 -1.20929 0.02969 -0.01850  0.85
N1 -0.02812 -0.53099 0.61751  -0.73
O1 2.09696 -0.63612 -0.90980  -0.60
O2 2.33560 0.90668 0.97999  -0.56
F1 -1.53775 -0.29623 -1.24867  -0.27
F2 -2.26556 -0.17420 0.77561  -0.27
F3 -1.16085 1.47074 -0.04330  -0.31
S1 1.53955 0.50378 -0.20322  0.59
H1 0.22944 -1.27336 0.05038  0.31

Cartesian forces (eV/Å) of the 6 atoms listed first:
2.2 2.0 3.0
-1.7 3.2 -1.0
0.5 -0.9 -0.6
-0.7 -0.4 -0.8
-0.1 -0.7 -0.9
-1.2 -0.5 0.0

Entry 4:
Formula: CHF3OS2
Source: OMol25
Level of theory: the ωB97M-V functional and the def2-TZVPD basis

## Properties
Total charge: 0
Calculated total energy: -1209.84294 hartree
HOMO-LUMO gap (alpha / beta): 7.8 / 7.8 eV
Structure (SMILES): FC(F)(F)S.O=S

Each line ends with the Mulliken charge.
Atoms and positions in Å:
F1 0.62449 -0.94721 1.20585  -0.22
C1 0.03364 0.34876 1.24859  0.59
F2 0.18128 0.78677 2.49157  -0.19
F3 0.64863 1.03678 0.32056  -0.16
S1 -1.78546 0.32444 0.81335  -0.21
H1 -1.39029 -0.08043 -0.50789  0.20
O1 0.21620 -0.66394 -2.39677  -0.25
S2 1.47152 -0.80515 -3.17528  0.25

Cartesian forces (eV/Å) of the 6 atoms listed first:
-1.0 2.0 0.2
-1.4 -2.9 -0.3
0.5 0.4 -0.5
1.0 0.8 0.3
1.9 -0.9 -1.5
-0.8 0.5 1.7

Entry 5:
Formula: CHF4NO3S2
Source: OMol25
Level of theory: the ωB97M-V functional and the def2-TZVPD basis

## Properties
Total charge: 0
Calculated total energy: -1514.95027 hartree
HOMO-LUMO gap: 9.8 eV

Each line ends with the Mulliken charge.
Atoms and positions in Å:
C1 1.14914 -0.23379 -1.53070  0.76
N1 0.23050 -0.85453 0.76995  -0.21
O1 -1.98410 -1.37450 1.73277  -0.36
O2 -1.40116 -0.71537 -0.97207  -0.54
O3 -0.67020 1.47876 -0.03588  -0.65
F1 2.25648 -0.22288 -0.79781  -0.20
F2 1.05601 -1.42737 -2.09200  -0.19
F3 1.20840 0.77532 -2.39766  -0.20
F4 -0.36307 2.03463 2.40896  -0.45
S1 -0.56506 -1.50804 1.89855  0.55
S2 -0.36404 0.08931 -0.44960  1.05
H1 -0.55290 1.95846 1.46548  0.45

Cartesian forces (eV/Å) of the 6 atoms listed first:
0.7 1.0 0.4
1.0 0.6 1.5
-0.3 -0.2 0.9
-0.9 0.3 -1.6
1.5 -2.6 -1.5
-0.2 0.2 -0.1

Entry 6:
Formula: CHFNO3
Source: OMol25
Level of theory: the ωB97M-V functional and the def2-TZVPD basis

## Properties
Total charge: -1
Calculated total energy: -418.98440 hartree
HOMO-LUMO gap: 9.7 eV

Each line ends with the Mulliken charge.
Atoms and positions in Å:
C1 -1.22220 -0.40096 0.06815  0.64
N1 0.26795 0.43909 -0.26999  0.05
O1 -1.91051 0.48022 0.56168  -0.63
O2 -1.29093 -1.55895 -0.21144  -0.55
O3 1.40061 -0.01509 -0.62322  -0.21
F1 2.46795 -0.46501 0.63068  -0.52
H1 0.28713 1.52070 -0.15587  0.23

Cartesian forces (eV/Å) of the 6 atoms listed first:
-0.4 1.5 0.9
2.4 0.4 -0.5
0.2 -0.2 -0.3
0.8 -0.4 -0.5
-2.9 0.7 -0.6
0.2 0.0 0.8

Entry 7:
Formula: CHFO2S
Source: OMol25
Level of theory: the ωB97M-V functional and the def2-TZVPD basis

## Properties
Total charge: 0
Calculated total energy: -687.04369 hartree
HOMO-LUMO gap (alpha / beta): 8.1 / 8.1 eV

Each line ends with the Mulliken charge.
Atoms and positions in Å:
C1 -0.12612 0.20124 -1.00288  -0.04
O1 0.47988 1.29555 1.51808  -0.46
O2 -0.92597 -0.64032 1.64720  -0.43
F1 -0.69358 -0.90748 -1.31614  -0.08
S1 0.06041 0.05170 0.88971  0.82
H1 1.20539 -0.00069 -1.73597  0.20

Forces on the atoms, in the same order (eV/Å):
4.1 -0.7 -1.3
0.3 -1.1 -1.3
-0.7 -1.1 -0.6
-1.4 -1.1 -0.9
1.0 2.9 1.6
-3.3 1.1 2.4

Entry 8:
Formula: CHHgLiO2
Source: OMol25
Level of theory: the ωB97M-V functional and the def2-TZVPD basis

## Properties
Total charge: +1
Calculated total energy: -349.89847 hartree
Multiplicity: 2
HOMO-LUMO gap (alpha / beta): 8.4 / 9.0 eV

Each line ends with the Mulliken spin population.
Atoms and positions in Å:
H1 0.58947 -0.00137 -1.53824  0.02
O1 1.51976 0.04377 0.19651  0.08
C1 0.47279 0.22060 -0.44874  0.02
O2 -0.66661 0.05699 0.10131  0.02
Li1 -2.37477 -0.14178 -0.48668  0.00
Hg1 0.45936 -0.17821 2.17584  0.86

Forces on the atoms, in the same order (eV/Å):
-0.3 1.3 0.2
0.0 1.3 -0.3
1.1 -3.5 -0.7
-1.2 1.0 -0.9
0.1 0.1 0.1
0.3 -0.2 1.6

One value per record, in order, for largest force on an atom: 4.5; 6.4; 4.2; 3.2; 3.4; 3.0; 4.3; 3.7 eV/A.